(1)
Formula: C2H6N2
Source: the Open Molecules 2025 dataset
Level of theory: ωB97M-V/def2-TZVPD

Highest occupied orbital energy ... -9.071 eV
Structure (SMILES) ... [H]/N=C\NC
LUMO energy ... 0.0278 Ha
Multiplicity ... 1
Gap between HOMO and LUMO ... 9.83 eV
Relative energy (zero: lowest compared OMol25 entry of this formula, charge and spin) ... 229.2 kJ/mol

CARTESIAN COORDINATES (ANGSTROEM)
H: 1.012 -1.483 0.028
N: 1.511 -0.564 0.060
C: 0.791 0.483 -0.055
N: -0.538 0.662 -0.042
C: -1.401 -0.461 0.019
H: 1.450 1.418 -0.287
H: -0.780 1.663 0.654
H: -2.355 -0.088 -0.521
H: -0.981 -1.295 -0.726
H: -1.498 -1.038 0.944

These are the natural (NBO) partial charges, in e, on atoms 1 to 5: number 1, H, carries 0.33; number 2, N, carries -0.72; number 3, C, carries 0.27; number 4, N, carries -0.63; number 5, C, carries -0.44


(2)
Formula: C17H15CuN6O2
Source: the Open Molecules 2025 dataset
Level of theory: ωB97M-V/def2-TZVPD

Highest occupied orbital energy (alpha / beta) ... -10.762 / -10.760 eV
Expectation value of S² ... 0.754
LUMO energy (alpha / beta) ... -0.1501 / -0.1638 Ha
Multiplicity ... 2
Total charge ... +1
Gap between HOMO and LUMO (alpha / beta) ... 6.68 / 6.30 eV

CARTESIAN COORDINATES (ANGSTROEM)
Cu: 0.517 -0.396 0.220
O: -1.859 2.293 2.815
C: -3.029 1.758 2.434
C: -4.190 2.350 2.933
C: -5.427 1.863 2.579
C: -5.548 0.769 1.717
C: -4.413 0.170 1.231
C: -3.134 0.645 1.576
C: -1.958 -0.025 1.051
O: -0.779 0.509 1.262
N: -2.109 -1.179 0.392
N: -0.916 -1.615 -0.019
C: -0.665 -2.708 -0.631
C: 0.764 -2.954 -0.866
C: 1.248 -4.115 -1.444
C: 2.621 -4.300 -1.530
C: 3.471 -3.325 -1.036
C: 2.916 -2.178 -0.491
N: 1.604 -1.989 -0.414
H: -1.144 1.827 2.349
H: -4.084 3.198 3.597
H: -6.315 2.340 2.972
H: -6.524 0.399 1.439
H: -4.480 -0.683 0.571
H: -1.438 -3.417 -0.906
H: 0.558 -4.864 -1.805
H: 3.021 -5.202 -1.972
H: 4.544 -3.438 -1.072
H: 3.542 -1.380 -0.114
N: 4.542 3.126 -0.739
C: 3.429 2.494 -1.159
C: 2.681 1.657 -0.302
N: 1.591 1.047 -0.738
C: 1.208 1.237 -2.010
C: 1.961 2.050 -2.837
N: 3.057 2.667 -2.428
H: 4.810 3.134 0.228
H: 4.995 3.764 -1.370
H: 2.965 1.513 0.732
H: 0.304 0.750 -2.348
H: 1.664 2.209 -3.867

These are the natural (NBO) partial charges, in e, on atoms 1 to 5: number 1, Cu, carries 1.37; number 2, O, carries -0.67; number 3, C, carries 0.46; number 4, C, carries -0.30; number 5, C, carries -0.13


(3)
Formula: C10H16
Source: the Open Molecules 2025 dataset
Level of theory: ωB97M-V/def2-TZVPD

Highest occupied orbital energy ... -8.994 eV
Structure (SMILES) ... Cc1ccccc1.CCC
LUMO energy ... 0.0364 Ha
Multiplicity ... 1
Gap between HOMO and LUMO ... 9.99 eV
Relative energy (zero: lowest compared OMol25 entry of this formula, charge and spin) ... 220.6 kJ/mol

CARTESIAN COORDINATES (ANGSTROEM)
C: -2.231 -0.610 1.562
C: -1.739 0.131 0.333
C: -1.285 1.381 0.547
C: -0.908 2.202 -0.587
C: -1.097 1.665 -1.878
C: -1.522 0.333 -1.972
C: -1.734 -0.480 -0.929
H: -2.709 0.227 2.212
H: -1.307 -1.211 1.931
H: -2.862 -1.399 1.397
H: -1.372 1.841 1.656
H: -0.462 3.124 -0.628
H: -1.146 2.262 -2.801
H: -1.482 -0.020 -2.972
H: -2.100 -1.500 -0.984
C: 1.610 -0.015 1.148
C: 2.773 -0.669 0.404
C: 2.345 -1.525 -0.776
H: 0.873 0.482 0.533
H: 1.860 0.793 1.816
H: 1.280 -0.768 1.922
H: 3.408 0.117 0.221
H: 3.313 -1.269 1.160
H: 2.139 -2.603 -0.634
H: 1.438 -1.065 -1.045
H: 2.918 -1.424 -1.636

These are the natural (NBO) partial charges, in e, on atoms 1 to 5: number 1, C, carries -0.63; number 2, C, carries -0.01; number 3, C, carries -0.24; number 4, C, carries -0.19; number 5, C, carries -0.23


(4)
Formula: C37H59NO4S5SiSn
Source: the Open Molecules 2025 dataset
Level of theory: ωB97M-V/def2-TZVPD

Highest occupied orbital energy ... -13.452 eV
LUMO energy ... -0.2818 Ha
Multiplicity ... 1
Total charge ... +2
Gap between HOMO and LUMO ... 5.78 eV
Relative energy (zero: lowest compared OMol25 entry of this formula, charge and spin) ... 124.2 kJ/mol

CARTESIAN COORDINATES (ANGSTROEM)
Sn: -1.162 -0.145 -0.677
C: -4.991 -1.306 0.846
C: -4.223 -2.387 1.579
S: -2.512 -1.861 1.938
C: -1.637 -3.473 1.837
C: -0.128 -3.307 1.754
S: 0.521 -2.126 0.501
C: 0.740 -3.152 -0.981
C: -0.507 -3.678 -1.669
S: -1.627 -2.390 -2.346
C: -3.250 -3.110 -1.850
C: -4.399 -2.120 -1.863
S: -4.243 -0.714 -0.704
H: -5.047 -0.403 1.455
H: -6.003 -1.643 0.622
H: -4.195 -3.314 1.012
H: -4.710 -2.574 2.538
H: -2.037 -4.017 0.982
H: -1.872 -4.026 2.747
H: 0.338 -4.273 1.569
H: 0.249 -2.914 2.697
H: 1.353 -4.006 -0.684
H: 1.325 -2.504 -1.639
H: -1.087 -4.317 -1.003
H: -0.189 -4.266 -2.531
H: -3.131 -3.554 -0.864
H: -3.463 -3.896 -2.576
H: -5.330 -2.635 -1.627
H: -4.491 -1.651 -2.843
C: -2.205 -0.616 6.522
C: -1.025 -0.065 5.705
C: -0.299 -1.254 5.068
C: -0.064 0.679 6.639
C: -1.574 0.902 4.670
C: -2.404 1.956 5.098
C: -2.998 2.837 4.220
C: -2.791 2.646 2.863
S: -3.442 3.523 1.513
C: -2.589 2.460 0.448
N: -1.873 1.541 1.043
C: -1.952 1.613 2.403
C: -1.319 0.772 3.317
C: -2.680 2.580 -0.994
C: -3.290 3.683 -1.604
C: -3.344 3.780 -2.979
C: -2.792 2.796 -3.779
C: -2.181 1.683 -3.198
C: -2.155 1.615 -1.834
H: -1.862 -1.410 7.180
H: -2.974 -1.018 5.864
H: -2.651 0.155 7.144
H: 0.013 -1.941 5.850
H: 0.591 -0.942 4.526
H: -0.968 -1.790 4.397
H: 0.297 0.004 7.411
H: -0.564 1.511 7.127
H: 0.790 1.066 6.088
H: -2.590 2.095 6.151
H: -3.621 3.643 4.574
H: -0.643 0.028 2.922
H: -3.705 4.458 -0.975
H: -3.821 4.636 -3.434
H: -2.831 2.875 -4.856
H: -1.744 0.914 -3.822
C: 1.040 3.250 -1.109
C: 2.425 2.881 -0.586
C: 3.504 3.520 -1.460
C: 2.579 3.311 0.873
O: 2.587 1.464 -0.606
Si: 2.189 0.400 -1.739
O: 0.618 -0.020 -1.596
O: 2.972 -1.000 -1.537
C: 4.209 -1.308 -0.881
C: 4.690 -2.645 -1.448
C: 3.921 -1.426 0.617
C: 5.253 -0.227 -1.131
O: 2.325 1.074 -3.203
C: 2.357 0.567 -4.521
C: 3.815 0.275 -4.899
C: 1.766 1.647 -5.428
C: 1.547 -0.727 -4.614
H: 0.893 4.324 -1.074
H: 0.281 2.754 -0.500
H: 0.938 2.901 -2.131
H: 3.407 4.601 -1.446
H: 3.395 3.158 -2.478
H: 4.492 3.249 -1.098
H: 2.507 4.391 0.956
H: 3.544 2.992 1.257
H: 1.798 2.852 1.475
H: 3.889 -3.379 -1.432
H: 5.515 -3.021 -0.854
H: 5.029 -2.527 -2.473
H: 3.308 -2.303 0.816
H: 3.387 -0.535 0.934
H: 4.846 -1.509 1.180
H: 5.377 -0.060 -2.198
H: 6.208 -0.526 -0.707
H: 4.929 0.702 -0.674
H: 4.409 1.181 -4.813
H: 3.868 -0.090 -5.920
H: 4.220 -0.479 -4.230
H: 2.328 2.571 -5.319
H: 0.732 1.840 -5.150
H: 1.807 1.333 -6.466
H: 2.012 -1.486 -3.991
H: 1.506 -1.077 -5.641
H: 0.541 -0.543 -4.242

These are the Mulliken partial charges, in e, on atoms 1 to 5: number 1, Sn, carries -0.20; number 2, C, carries -1.00; number 3, C, carries -1.15; number 4, S, carries 0.68; number 5, C, carries -1.09


(5)
Formula: C5H9F2N
Source: the Open Molecules 2025 dataset
Level of theory: ωB97M-V/def2-TZVPD

Highest occupied orbital energy ... -8.003 eV
LUMO energy ... 0.0382 Ha
Multiplicity ... 1
Gap between HOMO and LUMO ... 9.04 eV
Relative energy (zero: lowest compared OMol25 entry of this formula, charge and spin) ... 186.6 kJ/mol

CARTESIAN COORDINATES (ANGSTROEM)
C: -0.957 -0.601 -0.579
C: -0.649 0.917 -0.113
C: 0.472 -1.053 -0.755
C: 0.786 0.880 -0.604
C: -0.772 0.948 1.381
N: 1.134 -1.861 0.180
F: 1.781 1.259 0.223
F: 0.954 1.613 -1.763
H: -1.379 -1.201 0.275
H: -1.623 -0.709 -1.479
H: -1.205 1.700 -0.746
H: 0.819 -1.280 -1.856
H: -1.655 0.550 1.670
H: -0.863 2.043 1.587
H: 0.217 0.467 1.635
H: 2.123 -1.987 -0.104
H: 0.814 -1.686 1.046

These are the natural (NBO) partial charges, in e, on atoms 1 to 5: number 1, C, carries -0.44; number 2, C, carries -0.29; number 3, C, carries -0.03; number 4, C, carries 0.64; number 5, C, carries -0.62


(6)
Formula: C11H8F4NO4
Source: the Open Molecules 2025 dataset
Level of theory: ωB97M-V/def2-TZVPD

Highest occupied orbital energy ... -1.855 eV
LUMO energy ... 0.0942 Ha
Multiplicity ... 1
Total charge ... -1
Gap between HOMO and LUMO ... 4.42 eV
Relative energy (zero: lowest compared OMol25 entry of this formula, charge and spin) ... 0.0 kJ/mol

CARTESIAN COORDINATES (ANGSTROEM)
F: 2.307 -0.139 -2.399
C: 1.963 0.284 -1.157
C: 1.413 1.503 -0.956
F: 1.245 2.378 -1.965
C: 1.056 1.948 0.393
O: 0.943 3.142 0.701
C: 0.833 0.846 1.332
F: 0.102 1.110 2.431
C: 1.421 -0.355 1.132
F: 1.292 -1.342 2.052
C: 2.192 -0.631 -0.061
O: 3.045 -1.576 -0.134
O: 3.806 -4.385 -0.770
C: 3.948 -3.681 -1.703
C: 0.425 -3.169 -1.657
C: -0.568 -4.260 -1.700
C: -0.628 -4.701 -0.212
C: 0.173 -3.699 0.600
N: 0.813 -2.845 -0.434
O: 4.096 -3.021 -2.662
H: 0.797 -2.679 -2.563
H: -1.556 -3.909 -2.028
H: -0.226 -5.088 -2.338
H: -1.645 -4.751 0.163
H: -0.173 -5.680 -0.060
H: -0.473 -3.094 1.252
H: 0.983 -4.143 1.194
H: 1.811 -2.609 -0.242

These are the natural (NBO) partial charges, in e, on atoms 1 to 5: number 1, F, carries -0.34; number 2, C, carries 0.30; number 3, C, carries 0.17; number 4, F, carries -0.33; number 5, C, carries 0.33


Total energy list, top to bottom, in a.u.: -189.24227; -2776.12463; -390.55184; -4295.45852; -450.30581; -1179.11556